Run w
Computed, not measured: H23O12 as an isolated structure, with ωB97M-V/def2-TZVPD.

Each line ends with the Mulliken charge.
Geometry (Å):
O: 1.544 0.677 1.247  -0.70
H: -1.616 -2.804 -2.249  0.31
H: -1.668 -0.666 1.769  0.34
O: -0.262 2.324 0.731  -0.84
H: -0.309 3.122 1.251  0.13
H: 0.753 1.334 1.078  0.34
O: -2.217 0.950 0.476  -0.76
H: -2.036 0.657 -0.427  0.29
O: -0.869 -0.993 2.206  -0.71
H: -0.053 1.409 -1.407  0.30
H: -0.112 -0.424 2.044  0.41
O: -0.950 -3.051 -2.911  -0.63
H: 2.843 -1.625 2.031  0.27
H: 4.320 1.594 0.396  0.32
O: -4.895 0.043 0.952  -0.62
H: 3.192 -2.585 -2.127  0.30
H: 0.869 -1.452 -4.726  0.28
O: -0.861 1.346 -1.946  -0.70
H: -0.993 2.306 -1.956  0.33
H: -5.044 -0.494 0.165  0.28
O: -2.655 0.124 4.190  -0.67
H: -2.818 0.492 3.319  0.33
H: -1.986 -0.554 4.089  0.36
O: 3.108 -1.052 2.757  -0.66
H: 2.585 -0.254 2.538  0.41
H: 3.632 2.650 -0.600  0.30
O: 3.634 -2.248 -1.369  -0.64
H: 1.577 0.001 0.571  0.24
H: 0.540 -0.075 -4.032  0.30
O: 0.208 -0.950 -4.249  -0.56
H: 3.162 -1.557 -0.908  0.34
H: -4.200 0.645 0.619  0.34
O: 4.102 1.822 -0.506  -0.63
H: -1.320 1.634 0.507  0.31
H: -1.203 -2.342 -3.524  0.30

Properties
Kohn-Sham gap = 8.8 eV
Total charge = -1
HOMO energy = -6.37 eV

---

Run x
Computed, not measured: a 12-piece molecular cluster, H23O12 overall, with ωB97M-V/def2-TZVPD.

Each line ends with the Mulliken charge.
Geometry (Å):
O: -0.464 -0.056 0.372  0.53
H: 0.342 0.172 -0.036  -0.09
O: -0.791 -1.163 -2.048  -0.84
H: -0.782 -0.699 -1.153  0.17
H: -1.092 -2.041 -1.841  0.32
O: -0.336 2.641 1.374  -0.66
H: 0.097 3.050 0.645  0.24
H: -0.250 1.706 1.254  0.27
O: -1.616 1.743 -1.280  -0.77
H: -1.182 1.455 -2.077  0.36
H: -1.164 1.217 -0.593  0.13
O: 1.608 -2.089 0.470  -0.53
H: 0.680 -2.208 0.714  0.35
H: 2.004 -2.927 0.739  0.25
O: 3.929 0.334 -0.691  -0.62
H: 4.604 0.940 -0.978  0.28
H: 3.126 0.905 -0.756  0.38
O: 1.596 1.806 -1.223  -0.62
H: 1.274 1.468 -2.047  0.30
H: 1.460 2.733 -1.197  0.25
O: -1.298 -2.351 1.014  -0.85
H: -2.213 -2.340 1.267  0.34
H: -1.021 -1.477 0.724  0.06
O: -2.329 0.080 2.085  -0.80
H: -1.596 0.062 1.403  0.30
H: -2.103 -0.730 2.530  0.30
O: 1.066 0.243 2.589  -0.63
H: 0.621 -0.223 1.876  0.30
H: 1.430 -0.454 3.166  0.24
O: 1.819 -0.945 -2.587  -0.74
H: 0.905 -1.129 -2.346  0.43
H: 2.322 -0.893 -1.780  0.30
O: -3.938 0.321 0.030  -0.75
H: -3.193 0.627 -0.502  0.37
H: -3.514 0.222 0.882  0.44

Properties
Kohn-Sham gap = 9.8 eV
Total charge = -1
HOMO energy = -6.96 eV

---

Run y
Computed, not measured: H23O12 as an isolated structure, with ωB97M-V/def2-TZVPD.

Each line ends with the Mulliken charge.
Geometry (Å):
O: 0.031 -3.178 -0.419  -0.64
H: -1.237 3.622 1.962  0.28
H: -2.817 -1.637 2.463  0.37
O: 3.068 -0.884 -0.885  -0.70
H: 2.267 -0.498 -1.245  0.46
H: 3.779 -0.331 -0.470  0.23
O: -0.512 0.838 -2.452  -0.88
H: -0.048 0.320 -3.059  0.25
O: -2.762 -1.700 3.376  -0.60
H: 0.691 -1.124 4.565  0.31
H: -3.078 -1.020 3.851  0.28
O: -1.148 4.036 1.184  -0.58
H: 2.174 2.011 2.232  0.32
H: -3.333 -1.004 -0.572  0.30
O: 3.238 -2.376 -2.783  -0.66
H: 0.707 2.524 -1.729  0.37
H: 0.016 0.686 -1.399  0.48
O: -0.110 -0.997 5.042  -0.62
H: -0.674 -0.513 4.291  0.31
H: 4.018 -1.904 -2.575  0.30
O: -2.174 -0.717 -2.855  -0.72
H: -3.043 -0.418 -2.966  0.25
H: -1.661 0.064 -2.395  0.41
O: 1.493 1.773 2.893  -0.62
H: 0.725 1.326 2.430  0.31
H: -1.937 -1.242 0.302  0.36
O: 0.579 3.412 -2.106  -0.66
H: -0.173 -3.516 -1.349  0.33
H: 1.260 1.197 -0.031  0.05
O: 0.927 0.575 -0.553  -0.90
H: 0.191 3.153 -2.935  0.32
H: 2.584 -1.939 -2.104  0.39
O: -2.944 -1.287 0.365  -0.71
H: 0.853 -2.771 -0.589  0.33
H: -0.949 3.521 0.514  0.30

Properties
Kohn-Sham gap = 8.9 eV
Total charge = -1
HOMO energy = -6.36 eV

---

In terms of stability, run x leads; the second structure lies 83.0 kJ/mol higher.

---

Run w
Computed, not measured: a single C4H9NS molecule, with ωB97M-V/def2-TZVPD.

Each line ends with the Mulliken charge.
Geometry (Å):
C: -0.399 -1.279 -0.797  -1.43
C: 0.535 -0.339 -0.208  0.45
C: -0.057 0.855 0.487  -0.10
C: -0.918 0.665 1.711  -0.84
H: -1.005 -0.752 -1.646  0.31
H: 0.202 -2.044 -1.324  0.37
H: -1.107 -1.686 -0.090  0.36
H: 1.043 -0.939 0.576  0.21
H: 2.112 0.985 -0.829  0.26
H: 1.015 0.480 -1.972  0.30
H: 0.675 1.654 0.474  0.42
H: -0.655 1.353 2.551  0.30
H: -1.285 -0.347 2.035  0.26
N: 1.609 0.173 -1.171  -0.70
S: -1.765 1.221 0.202  -0.16

Properties
Kohn-Sham gap = 9.8 eV
HOMO energy = -8.83 eV
Structure (SMILES) = C[C@@H](N)[C@@H]1CS1

---

Run x
Computed, not measured: C4H9NS as an isolated structure, with ωB97M-V/def2-TZVPD.

Each line ends with the Mulliken charge.
Geometry (Å):
C: -1.033 0.612 0.532  -0.90
C: -0.262 -0.700 -0.053  0.15
C: 1.032 -0.796 0.622  -0.69
C: 1.768 0.057 -0.493  -0.54
H: -1.662 1.043 -1.294  0.29
H: -2.723 0.190 -0.378  0.25
H: -0.320 1.432 0.366  0.40
H: -1.316 0.355 1.514  0.45
H: -0.819 -1.681 -0.028  0.40
H: 1.490 -1.793 0.788  0.29
H: 0.811 -0.207 1.668  0.19
H: 1.964 1.118 -0.207  0.25
H: 2.698 -0.372 -0.940  0.34
N: -2.086 1.016 -0.448  -0.66
S: 0.458 -0.274 -1.648  -0.21

Properties
Kohn-Sham gap = 9.6 eV
HOMO energy = -8.66 eV

---

In terms of stability, run w leads; the second structure lies 70.6 kJ/mol higher.

---

Run w
Computed, not measured: C2H8N2S as an isolated structure, with ωB97M-V/def2-TZVPD.

Each line ends with the Mulliken charge.
Geometry (Å):
C: 0.268 1.835 -0.181  -0.96
S: -1.439 1.231 -0.173  -0.50
H: 0.972 1.774 -1.001  0.31
H: 0.165 2.896 0.092  0.31
H: 0.722 1.490 0.768  0.30
N: -0.333 -1.406 0.525  -0.23
C: 0.727 -1.369 -0.213  0.06
N: 1.947 -1.880 0.100  -0.42
H: -0.366 -2.123 1.245  0.24
H: -0.947 -0.402 0.484  0.09
H: 0.649 -0.604 -0.978  0.35
H: 2.779 -1.320 0.027  0.22
H: 2.187 -2.852 0.040  0.22

Properties
Kohn-Sham gap = 6.9 eV
HOMO energy = -7.02 eV

---

Run x
Computed, not measured: a 2-piece molecular cluster, C2H8N2S overall, with ωB97M-V/def2-TZVPD.

Each line ends with the Mulliken charge.
Geometry (Å):
C: 0.786 2.711 -0.401  -0.49
C: 0.358 2.252 0.776  -0.41
N: -1.045 -3.308 -0.244  -0.53
N: 0.318 -0.755 -0.274  -0.57
S: -0.823 -1.676 0.431  0.16
H: 1.126 2.180 -1.358  0.24
H: 0.734 3.776 -0.526  0.24
H: 0.134 -2.100 1.436  0.20
H: 0.209 2.895 1.611  0.27
H: 0.233 1.106 0.919  0.17
H: -0.248 -3.853 -0.525  0.27
H: -1.678 -3.312 -1.059  0.26
H: -0.104 0.084 -0.785  0.20

Properties
Kohn-Sham gap = 9.5 eV
HOMO energy = -8.91 eV

---

Run y
Computed, not measured: C2H8N2S as an isolated structure, with ωB97M-V/def2-TZVPD.

Each line ends with the Mulliken charge.
Geometry (Å):
C: -1.296 2.380 -0.445  -0.81
S: -1.975 0.893 -1.202  -0.43
H: -1.988 3.207 -0.435  0.30
H: -0.895 2.238 0.568  0.25
H: -0.434 2.769 -0.999  0.27
N: 1.752 -1.891 0.982  -0.49
C: 0.628 -1.183 0.666  0.21
N: 0.360 -0.749 -0.518  -0.40
H: 2.266 -2.446 0.305  0.24
H: 1.639 -2.542 1.753  0.28
H: -0.240 -1.454 1.298  0.26
H: -0.708 0.071 -0.776  0.16
H: 0.891 -1.292 -1.197  0.16

Properties
Kohn-Sham gap = 7.4 eV
HOMO energy = -7.22 eV

---

In terms of stability, run y leads; the second structure lies 29.2 kJ/mol higher.

---

Run w
Computed, not measured: a 2-piece molecular cluster, C3H7ClNO overall, with ωB97M-V/def2-TZVPD.

Each line ends with the Mulliken charge.
Geometry (Å):
Cl: 1.376 3.590 -1.470  -0.93
C: 0.778 -1.512 0.589  -0.85
C: 0.874 -0.327 -0.329  0.56
O: 1.840 -0.249 -1.076  -0.62
N: -0.146 0.548 -0.394  -0.05
C: -1.459 0.511 0.192  -0.83
H: -0.215 -1.600 1.034  0.29
H: 1.446 -1.428 1.450  0.21
H: 1.137 -2.355 0.007  0.24
H: -0.052 1.324 -1.050  0.14
H: -1.528 -0.127 1.075  0.27
H: -2.199 0.144 -0.533  0.26
H: -1.850 1.480 0.507  0.31

Properties
Kohn-Sham gap = 7.0 eV
Total charge = -1
HOMO energy = -3.59 eV

---

Run x
Computed, not measured: C3H7ClNO as an isolated structure, with ωB97M-V/def2-TZVPD.

Each line ends with the Mulliken charge.
Geometry (Å):
C: -1.110 -0.425 0.922  -1.32
C: 0.019 0.881 -1.065  -1.20
C: 0.253 0.260 0.391  0.61
N: 1.308 -0.702 0.436  -0.38
O: 0.814 -1.931 -0.676  -0.71
Cl: 2.786 -0.101 -0.300  -0.21
H: -1.954 0.308 1.309  0.28
H: -1.451 -1.176 0.176  0.31
H: -1.027 -1.144 1.845  0.33
H: 0.795 0.557 -1.693  0.42
H: -0.034 1.949 -0.911  0.33
H: -0.938 0.465 -1.578  0.26
H: 0.540 1.059 1.143  0.30

Properties
Kohn-Sham gap = 7.0 eV
Total charge = -1
HOMO energy = -3.05 eV

---

In terms of stability, run w leads; the second structure lies 577.6 kJ/mol higher.

---

Run w
Computed, not measured: a 15-piece molecular cluster, H30O15 overall, with ωB97M-V/def2-TZVPD.

Each line ends with the Mulliken charge.
Geometry (Å):
H: -1.470 -0.937 0.415  0.32
H: -0.360 -0.193 1.369  0.24
H: -1.405 -2.688 -1.126  0.04
H: -2.365 -2.501 -2.146  0.35
H: 0.595 4.811 0.417  0.25
H: -0.537 3.946 -0.096  0.28
H: 3.507 -1.364 2.997  0.38
H: 2.357 -0.673 2.438  0.31
H: 2.990 1.901 0.876  0.31
H: 1.735 2.039 1.644  0.27
H: 3.101 -3.384 3.461  0.30
H: 2.074 -2.482 4.053  0.35
H: -1.396 0.309 4.344  0.30
H: -1.116 1.297 3.328  0.29
H: 0.801 -4.329 -2.557  0.32
H: -0.131 -3.574 -1.557  0.30
H: -0.085 -3.885 2.086  0.30
H: 0.183 -4.216 0.687  0.26
H: 1.444 1.268 -1.891  0.20
H: 1.127 0.877 -3.335  0.36
H: 2.531 -0.585 -0.751  0.30
H: 3.495 -0.679 0.423  0.34
H: -4.726 2.384 -0.787  0.31
H: -3.779 1.946 0.364  0.30
H: -0.981 3.014 -1.346  0.25
H: -1.430 4.174 -2.360  0.26
H: -1.022 1.050 -3.108  0.30
H: -0.898 -0.038 -4.265  0.30
H: -1.725 -0.972 -1.545  0.29
H: -0.311 -0.383 -1.124  0.29
O: -1.264 -0.230 1.093  -0.52
O: -2.240 -2.955 -1.299  -0.51
O: -0.241 4.778 -0.055  -0.50
O: 3.371 -0.540 2.554  -0.63
O: 1.979 1.888 0.734  -0.55
O: 2.366 -2.795 3.217  -0.71
O: -1.506 1.225 4.217  -0.60
O: -0.113 -3.920 -2.439  -0.57
O: 0.589 -4.271 1.514  -0.55
O: 0.903 1.499 -2.620  -0.56
O: 2.953 -1.265 -0.249  -0.63
O: -4.509 2.480 0.154  -0.62
O: -0.796 3.853 -1.689  -0.53
O: -0.566 0.869 -3.927  -0.67
O: -1.202 -0.134 -1.319  -0.53

Properties
Kohn-Sham gap = 8.4 eV
HOMO energy = -9.10 eV

---

Run x
Computed, not measured: a 15-piece molecular cluster, H30O15 overall, with ωB97M-V/def2-TZVPD.

Each line ends with the Mulliken charge.
Geometry (Å):
H: -0.706 0.643 1.346  0.23
H: 0.619 0.062 0.882  0.25
H: -3.067 1.082 3.604  0.31
H: -3.567 1.407 2.206  0.31
H: -3.094 -0.085 -2.954  0.37
H: -3.757 0.524 -1.729  0.25
H: -2.312 -4.064 1.828  0.27
H: -2.988 -2.721 2.051  0.28
H: 2.860 -3.544 -1.605  0.27
H: 3.570 -3.545 -0.261  0.25
H: 2.088 -1.927 4.298  0.31
H: 1.314 -0.643 4.548  0.31
H: 0.834 4.504 0.948  0.30
H: 0.871 5.592 2.009  0.32
H: -1.766 -0.885 -0.833  0.30
H: -2.004 -2.111 -1.699  0.41
H: -1.001 -3.367 -2.197  0.34
H: 0.262 -2.932 -2.922  0.26
H: -4.006 2.195 -0.664  0.39
H: -5.524 2.145 -0.710  0.33
H: -2.340 1.159 -1.035  0.12
H: -1.051 1.945 -1.211  0.23
H: 3.055 0.039 -2.634  0.28
H: 2.369 1.165 -1.879  0.27
H: 5.643 2.116 -0.236  0.28
H: 4.131 2.092 -0.392  0.35
H: 0.741 -2.253 -0.597  0.29
H: 0.387 -1.771 0.800  0.34
H: 4.653 -0.386 -0.820  0.24
H: 3.603 0.080 0.175  0.32
O: -0.049 -0.026 1.571  -0.59
O: -2.768 1.404 2.746  -0.60
O: -3.512 0.725 -2.640  -0.62
O: -2.131 -3.118 1.856  -0.53
O: 2.701 -3.433 -0.661  -0.50
O: 1.538 -1.487 4.956  -0.62
O: 1.342 5.273 1.231  -0.62
O: -2.469 -1.396 -1.250  -0.61
O: -0.469 -2.588 -2.396  -0.70
O: -4.790 2.503 -0.197  -0.65
O: -1.600 1.279 -1.641  -0.44
O: 2.725 0.937 -2.745  -0.59
O: 4.894 2.676 -0.468  -0.61
O: 0.690 -2.549 0.319  -0.58
O: 3.923 0.235 -0.720  -0.53

Properties
Kohn-Sham gap = 9.9 eV
HOMO energy = -10.40 eV

---

Run y
Computed, not measured: a 15-piece molecular cluster, H30O15 overall, with ωB97M-V/def2-TZVPD.

Each line ends with the Mulliken charge.
Geometry (Å):
H: 0.174 -0.918 0.039  0.13
H: 0.008 0.631 -0.028  0.19
H: -1.923 -3.629 1.850  0.34
H: -0.977 -3.647 3.029  0.29
H: 2.890 1.193 -2.464  0.29
H: 3.432 0.136 -3.372  0.32
H: -3.513 0.225 0.530  0.29
H: -2.816 -0.479 1.684  0.30
H: -0.053 -0.928 -3.742  0.25
H: 0.335 -2.309 -3.766  0.25
H: -3.644 2.056 -2.378  0.32
H: -2.465 1.631 -1.528  0.09
H: 2.656 -2.526 -0.732  0.27
H: 3.696 -2.841 -1.831  0.30
H: 3.476 1.319 2.247  0.34
H: 4.096 0.370 1.024  0.28
H: 0.817 1.367 -3.142  0.24
H: 0.240 2.113 -1.950  0.28
H: 2.197 1.178 3.326  0.32
H: 3.167 0.052 3.792  0.33
H: -0.551 -5.536 1.166  0.29
H: 0.803 -5.054 0.928  0.32
H: -0.024 0.895 3.798  0.29
H: -1.131 1.880 4.270  0.29
H: -3.797 4.190 -0.141  0.30
H: -2.660 3.156 0.009  0.30
H: -3.335 -1.030 -1.982  0.29
H: -2.219 -0.058 -1.672  0.24
H: 0.374 3.168 1.612  0.31
H: 1.330 2.047 1.255  0.26
O: -0.351 -0.213 -0.270  -0.15
O: -1.841 -3.303 2.830  -0.62
O: 3.703 0.809 -2.665  -0.63
O: -3.289 0.298 1.411  -0.59
O: 0.592 -1.444 -3.416  -0.51
O: -2.804 2.309 -2.179  -0.51
O: 2.735 -2.808 -1.617  -0.57
O: 3.363 0.995 1.351  -0.60
O: 0.005 1.781 -2.800  -0.54
O: 2.480 0.287 3.127  -0.69
O: -0.087 -5.064 0.477  -0.63
O: -0.637 1.513 3.482  -0.57
O: -2.829 4.095 -0.127  -0.59
O: -2.481 -0.747 -2.300  -0.55
O: 0.858 2.843 0.863  -0.58

Properties
Kohn-Sham gap = 9.8 eV
HOMO energy = -10.17 eV

---

In terms of stability, run x leads; the second structure lies 85.1 kJ/mol higher.